Entry 1:
Density functional theory data (ωB97M-V/def2-TZVPD) for a molecular structure, C8H4CeCl3NO3Sc at a distorted geometry.

The calculation puts the lowest unoccupied orbital energy (spin up / spin down) at -18.31 / -18.29 eV. The net charge is +4. As for the expectation value of S²: 0.75. Its electronic energy is -3202.335670 Ha. For the HOMO energy (spin up / spin down), the calculation gives -21.47 / -21.48 eV. The multiplicity is 2.

XYZ file:
```
21
Properties=species:S:1:pos:R:3:forces:R:3:mulliken_charge:R:1
Sc -0.74425 3.46828 -0.49260 5.52 -4.70 -2.80 0.664
Ce -1.18991 0.36095 -0.34447 4.91 -0.54 5.35 1.673
Cl 0.55875 1.91698 0.92700 -0.46 1.67 -0.19 -0.096
Cl -0.59026 2.15769 -2.61324 -0.66 0.33 1.97 -0.122
C -2.51552 -0.49439 -1.77180 -8.51 -5.62 -8.94 0.238
C -1.04014 4.59848 1.15115 -1.71 7.93 11.40 0.316
C -1.87986 4.81917 -1.46764 -7.53 9.41 -6.90 0.349
O -3.26711 -1.02888 -2.46298 3.27 2.27 3.01 0.094
O -1.15929 5.26387 2.12851 0.88 -4.82 -7.07 0.119
O -2.50849 5.62071 -2.07770 4.52 -5.78 4.36 0.130
Cl 2.49433 -4.06915 -1.46879 0.06 -0.06 -0.06 -0.050
C 1.77234 -3.07012 -0.31679 -0.22 0.18 -1.08 -0.039
C 2.00311 -3.25749 1.04141 -0.31 0.41 0.47 -0.105
C 1.38238 -2.42160 1.96607 -0.53 0.61 0.28 -0.813
C 0.53094 -1.40917 1.52567 0.52 -0.78 -0.39 0.098
N 0.31874 -1.24443 0.18951 -0.18 0.04 -0.42 -0.290
C 0.92272 -2.04584 -0.74389 -0.07 0.08 1.06 -0.069
H 2.65414 -4.04942 1.37541 0.16 -0.18 0.04 0.525
H 1.53622 -2.53913 3.03588 0.06 -0.07 -0.16 0.444
H 0.02233 -0.72639 2.21175 0.11 -0.19 -0.01 0.462
H 0.69886 -1.85013 -1.79245 0.20 -0.19 0.07 0.471
```
Forces are in eV/Å.

Entry 2:
Density functional theory data (ωB97M-V/def2-TZVPD) for a molecular structure, C8H4ClFLuN2 at a distorted geometry.

The calculation puts the lowest unoccupied orbital energy at -15.68 eV. The net charge is +3. Its electronic energy is -2210.986589 Ha. For the HOMO energy, the calculation gives -20.91 eV.

XYZ file:
```
17
Properties=species:S:1:pos:R:3:forces:R:3:mulliken_charge:R:1
F -1.96458 -3.37274 -0.86364 0.93 1.24 0.00 -0.139
C -1.20419 -2.31478 -0.76885 0.27 0.32 0.41 0.433
C -0.35241 -1.95849 -1.95823 0.30 -0.39 -1.10 -0.087
N 0.45068 -0.90646 -2.04875 -2.09 -1.33 2.25 -0.373
C 0.40973 -0.19021 -0.86167 1.83 2.68 1.06 0.348
C 1.27729 1.00927 -0.77689 -1.05 -0.65 0.89 -0.257
C 1.37152 1.87867 0.40405 -1.17 -1.31 0.09 -0.311
C 0.59090 1.54668 1.58512 -0.54 -1.33 -1.88 -0.354
Cl 0.69904 2.54472 3.09190 -1.36 -0.94 -1.54 0.108
C -0.30965 0.29801 1.54272 -0.48 2.66 -0.15 -0.873
C -0.38773 -0.54562 0.32159 0.04 0.55 0.41 0.700
N -1.22478 -1.62587 0.36509 0.60 0.11 -1.69 -0.458
H -0.40061 -2.64041 -2.84493 -0.05 0.57 0.87 0.425
H 1.88536 1.26343 -1.68110 -0.55 -0.26 0.86 0.493
H 2.04412 2.76224 0.38080 -0.49 -0.72 0.11 0.495
H -0.90694 0.03204 2.48574 1.27 -0.41 -0.91 0.786
Lu -1.97777 2.21953 1.62706 2.54 -0.77 0.32 2.066
```
Forces are in eV/Å.

Entry 3:
Density functional theory data (ωB97M-V/def2-TZVPD) for a molecular structure, C8H5Cl2O4 at a distorted geometry.

The calculation puts the lowest unoccupied orbital energy at 3.27 eV. The net charge is -1. The energy above the lowest of the compared OMol25 structures with the same formula, charge and spin is 4.8 kcal/mol. Its electronic energy is -1529.218867 Ha. For the HOMO energy, the calculation gives -4.98 eV.

XYZ file:
```
19
Properties=species:S:1:pos:R:3:forces:R:3:mulliken_charge:R:1
C 2.87996 0.30347 -0.05326 -3.13 0.76 -0.48 -0.662
C 2.33546 -0.97273 -0.15488 0.42 1.36 0.20 -0.432
C 2.01592 1.38968 -0.11093 -0.33 2.04 0.01 -0.343
C 0.10942 -0.05718 -0.31076 -2.84 -0.36 -0.69 -0.132
C 0.95381 -1.14898 -0.31206 0.67 0.09 0.71 0.360
C 0.67074 1.21043 -0.22088 -1.64 -0.76 -0.40 0.290
C -2.12299 -0.19936 1.13582 -0.55 -0.92 -0.73 0.809
C -1.88478 -0.27022 -0.39524 2.26 -0.94 1.46 0.488
O -2.15670 -1.31363 1.70642 0.11 0.82 0.18 -0.786
O -2.37267 0.96443 1.48793 -0.09 0.56 0.80 -0.749
O -2.22125 -1.50949 -0.87391 0.84 2.70 -3.32 -0.559
O -2.38984 0.75192 -1.01433 -1.00 3.22 0.89 -0.636
Cl 0.32532 -2.79631 -0.28995 0.49 0.23 -0.11 -0.208
Cl -0.37926 2.68784 -0.30428 1.13 -0.59 0.12 -0.239
H 3.86601 0.57229 0.05466 2.37 -0.27 0.27 0.430
H 3.11190 -1.66938 -0.00881 0.04 -1.78 -0.16 0.369
H 2.20067 2.48446 -0.08084 1.09 -0.96 0.12 0.273
H -2.40213 -1.93532 -0.08676 -0.50 -2.24 3.15 0.330
H -2.53959 1.50807 -0.16793 0.66 -2.98 -2.00 0.395
```
Forces are in eV/Å.

Q: Which of these has the lowest electronic energy?
A: C8H4CeCl3NO3Sc